Molecular formula: C4H13N2O2
Method: DFT, ωB97M-V with the def2-TZVPD basis set

## Properties
- DFT total energy: -11428.0544 eV
- Gap between HOMO and LUMO: 10.68 eV
- Energy above the lowest of the compared OMol25 structures with the same formula, charge and spin: 32.7 kcal/mol

The geometry in ORCA input format:
```
! RIJCOSX wB97M-V def2-TZVPD def2/J DEFGRID3
* xyz 1 1
N -0.613 -2.049 0.201
C 0.014 -0.732 -0.135
C -1.050 0.339 -0.240
C 1.005 -0.495 1.014
N 1.861 0.516 0.912
C 2.025 1.406 -0.239
O 0.960 -1.267 1.962
H 0.117 -2.738 0.424
H -1.111 -1.941 1.088
H -1.237 -2.344 -0.546
H 0.582 -0.888 -1.054
H -1.466 0.605 -1.216
H -1.946 0.014 0.280
H -0.853 1.293 0.253
H 2.612 0.515 1.582
H 1.534 1.000 -1.110
H 3.072 1.437 -0.506
H 1.652 2.400 -0.022
H -2.732 1.843 -3.368
H -3.890 1.726 -2.369
O -2.942 1.586 -2.464
*
```